{"formula": "C27H49N2O5", "method": "the ωB97M-V functional and the def2-TZVPD basis", "symbols": ["C", "C", "C", "C", "C", "C", "C", "C", "O", "C", "C", "C", "C", "N", "C", "C", "O", "C", "N", "H", "H", "H", "H", "H", "H", "H", "H", "H", "H", "H", "H", "H", "H", "H", "H", "H", "H", "H", "H", "H", "H", "H", "H", "H", "C", "C", "C", "O", "C", "H", "H", "H", "H", "H", "H", "H", "H", "C", "C", "C", "O", "C", "H", "H", "H", "H", "H", "H", "H", "H", "C", "C", "C", "O", "C", "H", "H", "H", "H", "H", "H", "H", "H"], "positions_angstrom": [[-5.0393, 2.4621, 1.3791], [-3.7244, 2.3847, 0.9372], [-3.5035, 1.5287, -0.2814], [-2.0669, 1.4871, -0.7475], [-1.2890, 2.6267, -0.6170], [0.0316, 2.6184, -1.0454], [0.5399, 1.4666, -1.6065], [-0.2525, 0.3394, -1.7448], [0.2162, -0.7632, -2.3140], [0.4596, -0.6607, -3.7486], [-0.7732, -0.4233, -4.6021], [-1.4380, -1.6942, -5.1942], [-1.3479, -2.9700, -4.3480], [-1.5405, 0.3645, -1.3092], [-2.3390, -0.8566, -1.4807], [-2.2659, -1.8464, -0.2889], [-3.3933, -1.7352, 0.5789], [-1.0241, -1.7365, 0.5814], [0.0899, -2.5494, 0.0703], [-5.3755, 1.9286, 2.2632], [-5.7878, 3.0157, 0.8140], [-2.9654, 2.9709, 1.4442], [-3.8634, 0.5368, -0.0533], [-4.0863, 1.8942, -1.1457], [-1.7128, 3.5090, -0.1706], [0.6584, 3.4926, -0.9474], [1.5612, 1.4159, -1.9489], [1.0049, -1.5537, -4.0261], [1.1479, 0.1737, -3.8957], [-1.5392, 0.1672, -4.0993], [-0.4410, 0.1802, -5.4462], [-1.0904, -1.9030, -6.2023], [-2.5012, -1.4707, -5.2903], [-0.3525, -3.1903, -3.9702], [-2.0694, -2.9983, -3.5338], [-1.6208, -3.8088, -4.9874], [-1.9918, -1.3659, -2.3676], [-3.3841, -0.6291, -1.6639], [-2.2787, -2.8620, -0.6958], [-4.1793, -1.6990, 0.0241], [-0.6851, -0.7149, 0.7559], [-1.3206, -2.1235, 1.5604], [-0.2291, -3.4918, -0.1157], [0.7603, -2.5934, 0.8286], [-3.8219, 1.4070, 6.2849], [-5.0421, 2.2804, 6.0149], [-4.4411, 3.4043, 5.1844], [-3.3466, 2.8336, 4.4539], [-3.0569, 1.5318, 4.9762], [-4.0652, 0.3760, 6.5357], [-3.2360, 1.8280, 7.1046], [-5.7747, 1.7249, 5.4239], [-5.5353, 2.6385, 6.9165], [-4.0485, 4.2028, 5.8214], [-5.1536, 3.8398, 4.4828], [-3.3956, 0.7855, 4.2470], [-1.9789, 1.4266, 5.1041], [4.9896, -2.7647, 0.6669], [4.8845, -4.1083, -0.0459], [3.9370, -4.8710, 0.8675], [3.0622, -3.8982, 1.4570], [3.5751, -2.5880, 1.1971], [5.3064, -1.9467, 0.0211], [5.6956, -2.8355, 1.4967], [4.4307, -3.9740, -1.0309], [5.8405, -4.6113, -0.1783], [4.4809, -5.3738, 1.6726], [3.3417, -5.6137, 0.3359], [2.9308, -2.1113, 0.4468], [3.5397, -1.9960, 2.1135], [5.3750, 3.1569, -1.5785], [4.2185, 2.5671, -0.7785], [4.6365, 1.1076, -0.6498], [6.0591, 1.0969, -0.6323], [6.5595, 2.3850, -1.0123], [5.4804, 4.2350, -1.4731], [5.2502, 2.9293, -2.6398], [4.1730, 3.0335, 0.2082], [3.2465, 2.6896, -1.2574], [4.2972, 0.5193, -1.5133], [4.2587, 0.6355, 0.2592], [6.9615, 2.8736, -0.1197], [7.3677, 2.2606, -1.7321]], "forces_ev_per_angstrom": [[0.563, 0.156, -0.171], [-1.553, 0.137, 0.115], [0.620, 1.304, -1.249], [-0.055, 0.646, 0.344], [0.191, -0.439, -0.153], [-0.227, -0.266, -0.026], [0.128, 0.004, -0.013], [0.397, 0.493, -0.232], [-0.660, -0.338, -0.143], [0.435, 0.878, -0.123], [-0.070, -0.745, -0.603], [-0.430, 0.009, 0.724], [-0.124, -0.236, -0.538], [-0.203, 0.074, -0.187], [-0.134, -0.867, 0.259], [0.043, -0.004, 0.203], [0.144, 0.551, -0.262], [0.105, -0.973, 0.548], [-0.158, 0.732, -0.029], [0.358, 1.765, 1.263], [-0.514, -1.708, -1.090], [0.719, -1.736, 1.061], [0.078, -0.060, 0.159], [-0.197, -0.105, 0.054], [-0.131, 0.065, 0.007], [0.000, 0.069, 0.046], [0.056, -0.096, -0.026], [-0.092, -0.218, 0.142], [0.065, 0.033, 0.097], [0.194, 0.157, 0.271], [-0.046, 0.177, 0.012], [0.290, 0.092, 0.004], [-0.043, 0.022, -0.270], [0.039, 0.072, 0.130], [0.091, 0.117, 0.191], [0.010, -0.099, 0.016], [0.267, 0.106, -0.037], [0.021, 0.424, -0.063], [0.077, 0.035, -0.277], [-0.191, -0.218, 0.166], [-0.058, 0.110, -0.165], [-0.305, 0.222, 0.060], [0.070, -0.089, 0.155], [0.272, -0.356, -0.218], [0.068, 0.081, 0.104], [-0.062, -0.094, -0.117], [0.081, 0.140, 0.072], [-0.081, -0.096, 0.016], [-0.045, -0.057, -0.148], [-0.008, -0.003, -0.021], [0.009, -0.018, -0.005], [-0.015, 0.014, 0.014], [0.017, 0.013, 0.005], [-0.057, 0.012, 0.018], [0.055, 0.004, -0.057], [0.030, -0.058, 0.044], [0.011, 0.054, -0.045], [0.091, -0.024, 0.089], [-0.104, 0.054, -0.120], [0.041, -0.113, 0.140], [0.063, 0.118, -0.129], [-0.103, 0.076, -0.076], [-0.002, 0.001, 0.003], [-0.002, 0.022, -0.003], [0.011, -0.016, -0.002], [0.002, -0.005, 0.029], [0.019, -0.034, -0.035], [-0.060, 0.019, 0.041], [0.067, 0.079, -0.021], [-0.048, -0.060, 0.041], [-0.026, -0.099, -0.149], [0.017, 0.082, 0.171], [0.021, -0.061, -0.136], [-0.056, 0.061, -0.040], [0.036, 0.047, 0.151], [0.009, -0.006, 0.037], [0.020, 0.012, 0.001], [-0.033, -0.014, -0.001], [0.018, 0.032, -0.031], [-0.086, 0.000, 0.024], [0.044, -0.029, 0.008], [0.017, 0.048, -0.036], [-0.001, -0.081, 0.013]], "lowdin_charge": [0.036, -0.137, -0.123, -0.132, 0.023, 0.018, 0.049, -0.272, -0.015, -0.126, -0.159, -0.223, -0.097, 0.092, -0.029, -0.316, -0.024, -0.204, 0.036, 0.064, 0.065, 0.098, 0.086, 0.156, 0.123, 0.127, 0.115, 0.131, 0.120, 0.108, 0.119, 0.107, 0.106, 0.071, 0.058, 0.081, 0.093, 0.137, 0.149, 0.095, 0.119, 0.126, 0.079, 0.056, -0.167, -0.168, -0.205, -0.165, -0.210, 0.114, 0.117, 0.111, 0.115, 0.119, 0.110, 0.110, 0.116, -0.163, -0.165, -0.196, -0.153, -0.225, 0.104, 0.120, 0.113, 0.115, 0.120, 0.116, 0.097, 0.119, -0.163, -0.173, -0.223, -0.136, -0.191, 0.115, 0.115, 0.120, 0.081, 0.115, 0.113, 0.121, 0.120], "homo_lumo_gap_ev": 7.0, "total_energy_ha": -1543.47554, "max_force_ev_per_a": 2.20, "charge": 1, "e_lumo_ev": -3.47, "e_homo_ev": -10.47}